# CH4BrOP

CH4BrOP as an isolated structure (wB97M-V/def2-TZVPD, OMol25).

Output
LUMO ... -0.09 eV
Relative energy (zero: lowest compared OMol25 entry of this formula, charge and spin) ... 174.6 kJ/mol

Last column: natural (NBO) charge in e.
CARTESIAN COORDINATES (ANGSTROEM)
C  -0.8974  -0.4401  0.8852  -0.02
O  -0.5795  -1.5166  0.1118  -0.69
P  0.3907  1.4012  0.2198  0.23
Br  -2.6225  0.2331  -0.0291  -0.13
H  -1.0340  -0.5411  1.9960  0.22
H  -0.4502  -1.1416  -0.7283  0.48
H  1.5828  1.0005  0.8098  -0.04
H  0.4219  0.6166  -0.8979  -0.06